(1)
Below is 5 unconnected molecules or ions with the total composition C19H41BrO8S5Si at a distorted geometry, with properties calculated with ωB97M-V with the def2-TZVPD basis set.

Values from the calculation:
HOMO energy   -0.325 hartree
Calculated total energy   -168844.00568 eV
Gap between HOMO and LUMO   9.013 eV
Structure (SMILES)   O=S1(=O)CCCC1.O=S1(=O)CCCC1.O=S1(=O)CCCC1.O=S1(=O)CCCC1.SCCC[SiH2]Br
Net charge   0
Multiplicity   1
E_LUMO   0.167 eV

CARTESIAN COORDINATES (ANGSTROEM)
S  4.9044  -1.5845  0.3078
C  5.0302  0.2110  0.1099
C  3.9118  1.0255  0.7129
C  2.5526  0.7924  0.0437
Si  1.3447  -0.3105  0.9689
Br  0.0052  -1.2189  -0.6293
H  4.0964  -1.8462  -0.7188
H  5.9619  0.4953  0.5667
H  5.1077  0.4547  -0.9379
H  3.8771  0.9070  1.7847
H  4.1903  2.0536  0.5195
H  2.7314  0.3566  -0.9277
H  2.0755  1.7378  -0.1598
H  2.0574  -1.4200  1.6163
H  0.5091  0.3923  1.9428
C  3.2398  1.4045  6.8255
C  4.5406  2.0319  6.3030
C  4.4052  2.1650  4.7798
S  2.6456  2.3444  4.4551
O  2.2011  1.1973  3.7007
O  2.3755  3.6765  3.9772
C  2.1058  2.1708  6.1504
H  3.1679  1.4650  7.9096
H  3.1954  0.3508  6.5440
H  4.6747  3.0187  6.7490
H  5.4110  1.4336  6.5647
H  4.9212  3.0363  4.3857
H  4.7434  1.2695  4.2625
H  1.1497  1.6538  6.1681
H  1.9988  3.1736  6.5617
C  3.2274  4.9177  1.1125
C  4.2061  6.0576  0.7971
C  5.2153  5.5199  -0.2281
S  4.3516  4.2431  -1.1539
O  4.9759  2.9712  -0.8775
O  4.1392  4.6813  -2.5084
C  2.8204  4.3345  -0.2363
H  2.3632  5.2633  1.6742
H  3.7258  4.1550  1.7122
H  3.6601  6.9019  0.3726
H  4.7132  6.4131  1.6924
H  5.5569  6.2806  -0.9244
H  6.0699  5.0489  0.2528
H  2.3861  3.3398  -0.1712
H  2.1507  5.0008  -0.7784
C  -1.9357  -2.2749  -4.1621
C  -2.1668  -1.3659  -5.3776
C  -3.6700  -1.0617  -5.4425
S  -4.2678  -1.1529  -3.7494
O  -5.1928  -2.2567  -3.6480
O  -4.6391  0.1602  -3.2919
C  -2.7120  -1.6389  -3.0138
H  -0.8786  -2.3684  -3.9197
H  -2.3245  -3.2748  -4.3662
H  -1.6079  -0.4376  -5.2491
H  -1.8229  -1.8298  -6.3002
H  -3.8819  -0.0692  -5.8298
H  -4.2118  -1.8077  -6.0199
H  -2.9027  -2.3134  -2.1828
H  -2.2227  -0.7350  -2.6548
C  -7.1095  -4.9506  -2.6946
C  -7.8257  -4.4183  -1.4467
C  -8.6945  -5.5575  -0.8942
S  -7.8778  -7.0848  -1.3766
O  -8.7324  -7.7949  -2.2945
O  -7.3419  -7.7401  -0.2104
C  -6.5537  -6.3167  -2.3027
H  -6.3226  -4.2764  -3.0249
H  -7.8232  -5.0614  -3.5136
H  -7.0856  -4.1231  -0.7011
H  -8.4285  -3.5409  -1.6725
H  -8.7765  -5.5372  0.1889
H  -9.6865  -5.5658  -1.3404
H  -6.2979  -6.9495  -3.1488
H  -5.7001  -6.2226  -1.6325


(2)
Below is a single C4H8N2O molecule, with properties calculated with ωB97M-V with the def2-TZVPD basis set.

Values from the calculation:
HOMO energy   -0.340 hartree
Energy relative to the best compared isomer or geometry (same formula, charge and spin)   43.0 kcal/mol
Calculated total energy   -9304.52892 eV
Gap between HOMO and LUMO   10.273 eV
Structure (SMILES)   NC(=O)CN1CC1
Net charge   0
Multiplicity   1
E_LUMO   1.027 eV

CARTESIAN COORDINATES (ANGSTROEM)
N  0.1508  -1.6415  -1.7286
C  0.6036  -0.3909  -1.4342
O  1.7337  -0.0221  -1.7022
C  -0.4045  0.5158  -0.7429
N  -0.7959  0.0381  0.5899
C  -0.2487  0.7749  1.7177
C  0.2212  -0.5942  1.4218
H  0.8298  -2.3142  -2.0515
H  -0.7128  -1.9854  -1.3420
H  0.0540  1.5082  -0.7070
H  -1.3120  0.5843  -1.3532
H  0.4439  1.5843  1.4880
H  -0.9264  0.9738  2.5433
H  1.2273  -0.7043  1.0226
H  -0.1333  -1.4360  2.0116


(3)
Below is a gas-phase ion, C4H8N3 (charge +1) at a distorted geometry, with properties calculated with ωB97M-V with the def2-TZVPD basis set.

Values from the calculation:
HOMO energy (alpha / beta)   -0.453 / -0.453 hartree
Energy relative to the best compared isomer or geometry (same formula, charge and spin)   146.4 kcal/mol
Calculated total energy   -8736.43520 eV
Gap between HOMO and LUMO (alpha / beta)   6.856 / 6.857 eV
Net charge   +1
Multiplicity   1
E_LUMO (alpha / beta)   -5.470 / -5.470 eV

CARTESIAN COORDINATES (ANGSTROEM)
C  1.3504  1.0895  -0.2721
C  2.3296  -1.0310  0.1492
C  0.1484  0.3340  -0.6428
C  -3.1846  -0.3545  0.3220
N  -1.0075  0.2569  -0.3972
N  -2.1986  0.1235  -0.5944
N  2.4577  0.2065  -0.1443
H  1.6068  1.9319  -0.8891
H  1.0140  1.5281  0.7035
H  3.1571  -1.6581  0.2429
H  1.3254  -1.5136  0.0055
H  -3.1013  0.1160  1.3056
H  -3.1974  -1.5155  0.5601
H  -4.0604  -0.0535  -0.1559
H  3.3604  0.5399  -0.1931


(4)
Below is a molecular structure, C28H20ClN3OTl, with properties calculated with ωB97M-V with the def2-TZVPD basis set.

Values from the calculation:
HOMO energy (alpha / beta)   -0.405 / -0.382 hartree
Energy relative to the best compared isomer or geometry (same formula, charge and spin)   2.0 kcal/mol
Calculated total energy   -53087.96600 eV
Gap between HOMO and LUMO (alpha / beta)   6.828 / 4.969 eV
Net charge   +1
Multiplicity   1
E_LUMO (alpha / beta)   -4.204 / -5.417 eV

CARTESIAN COORDINATES (ANGSTROEM)
Tl  0.9518  -1.4313  1.8394
Cl  4.7870  4.9540  -0.5175
C  4.2827  3.5097  0.2401
C  4.3863  3.3885  1.6418
C  3.9495  2.2551  2.2470
C  3.3651  1.1619  1.4995
O  2.9930  0.1347  2.0918
C  3.2857  1.3153  0.0489
C  2.7400  0.3165  -0.8639
N  1.7579  -0.4753  -0.6626
C  1.2323  -1.1796  -1.7684
C  1.2606  -0.6674  -3.0510
C  0.7257  -1.3582  -4.1479
C  0.1271  -2.5715  -3.9724
C  0.0268  -3.1222  -2.6772
C  -0.6127  -4.3584  -2.4418
C  -0.6974  -4.8476  -1.1702
C  -0.1452  -4.0878  -0.1291
N  0.4624  -2.9400  -0.3098
C  0.5677  -2.4309  -1.5613
C  3.7714  2.4693  -0.5341
H  4.8240  4.1958  2.2133
H  4.0287  2.1165  3.3172
H  3.2294  0.3359  -1.8421
H  1.6793  0.3120  -3.2356
H  0.7881  -0.9130  -5.1315
H  -0.2912  -3.1154  -4.8097
H  -1.0370  -4.9024  -3.2765
H  -1.1849  -5.7880  -0.9554
H  -0.2021  -4.4409  0.8968
H  3.7242  2.5889  -1.6095
C  -4.7892  -1.7972  0.0869
C  -4.6462  -0.4345  -0.1518
C  -3.5162  0.2337  0.2712
C  -2.4730  -0.4622  0.9285
C  -2.6316  -1.8500  1.1425
C  -3.7789  -2.4968  0.7424
N  -1.2989  0.1300  1.2774
C  -1.2236  1.4511  1.6089
C  -2.2551  2.1380  2.2879
C  -2.0818  3.4548  2.6635
C  -0.9065  4.1296  2.3531
C  0.1186  3.4668  1.6833
C  -0.0265  2.1419  1.3345
H  -5.6812  -2.3160  -0.2374
H  -5.4217  0.1048  -0.6795
H  -3.3856  1.2843  0.0495
H  -1.8527  -2.3770  1.6774
H  -3.8978  -3.5541  0.9426
H  -3.1510  1.5995  2.5663
H  -2.8640  3.9623  3.2127
H  -0.7884  5.1658  2.6400
H  1.0329  3.9938  1.4393
H  0.7418  1.6071  0.7926


Question: Number 3 is which compound?
Answer: C4H8N3


Question: Number 1 is which compound?
Answer: C19H41BrO8S5Si


Question: What is the calculated total energy in the third record?
Answer: -8736.43520 eV